Computed, not measured: an isolated molecule of C6H9NO at a distorted geometry, with ωB97M-V/def2-TZVPD.

Calculated values
lowest unoccupied orbital energy	0.94	eV
HOMO-LUMO gap	10.317	eV
total energy	-9903.241	eV
E_HOMO	-9.38	eV

Cartesian coordinates (Å):
C (1.014, -1.238, 1.382)
C (0.123, -1.745, 0.228)
C (0.493, -0.456, -0.508)
C (1.123, 0.175, 0.778)
C (-1.563, 0.862, -0.365)
C (-0.588, 1.610, -1.209)
H (0.381, -2.699, -0.217)
H (-0.918, -1.720, 0.532)
H (1.290, -0.589, -1.265)
H (0.454, 0.811, 1.365)
H (2.117, 0.676, 0.734)
H (-1.375, 0.879, 0.726)
H (-2.628, 0.759, -0.637)
H (-0.933, 2.105, -2.073)
H (0.231, 2.147, -0.694)
N (-0.648, 0.157, -1.181)
O (1.426, -1.735, 2.404)

***

Computed, not measured: a cluster of 2 separate species, C6H9NO in total at a distorted geometry, with ωB97M-V/def2-TZVPD.

Calculated values
lowest unoccupied orbital energy	0.39	eV
HOMO-LUMO gap	9.219	eV
total energy	-9896.282	eV
E_HOMO	-8.83	eV

Cartesian coordinates (Å):
C (0.208, -1.558, -0.992)
C (-0.408, -0.896, 0.319)
C (-1.443, 1.277, 0.242)
C (0.208, 1.450, 0.155)
C (1.451, 1.206, 1.162)
C (0.391, 0.149, 0.910)
H (-0.738, -1.596, -1.835)
H (-0.816, -1.611, 0.988)
H (-1.067, -0.250, -1.864)
H (-1.819, 1.699, -0.543)
H (-1.957, 1.551, 1.168)
H (0.761, 1.393, -0.932)
H (1.364, 1.667, 2.195)
H (2.378, 1.162, 0.683)
H (-0.107, 0.111, 1.851)
N (-1.595, -0.237, -0.399)
O (1.340, -1.531, -1.212)

***

Computed, not measured: the ion C6H9NO with charge +1 at a distorted geometry, with ωB97M-V/def2-TZVPD.

Calculated values
lowest unoccupied orbital energy (alpha / beta)	-5.12 / -8.06	eV
2S+1	2
HOMO-LUMO gap (alpha / beta)	8.919 / 5.982	eV
total charge	+1
total energy	-9893.726	eV
E_HOMO (alpha / beta)	-14.04 / -14.04	eV

Cartesian coordinates (Å):
O (-2.810, -0.461, -1.319)
C (-1.637, -0.606, -0.907)
C (-0.520, 0.246, -1.482)
C (0.805, -0.263, -0.909)
C (0.923, 0.330, 0.406)
C (2.099, 0.686, 1.015)
C (-1.087, -0.145, 1.795)
N (-0.227, 0.622, 1.174)
H (-1.304, -1.260, -0.018)
H (-0.758, 1.351, -1.291)
H (-0.311, 0.053, -2.548)
H (1.818, -0.041, -1.516)
H (0.719, -1.378, -0.858)
H (2.865, 0.624, 0.348)
H (2.202, 1.095, 2.023)
H (-0.934, -1.209, 1.740)
H (-1.843, 0.356, 2.348)

***

Computed, not measured: a structure of composition C6H9NO2 at a distorted geometry, with ωB97M-V/def2-TZVPD.

Calculated values
lowest unoccupied orbital energy	0.29	eV
HOMO-LUMO gap	9.186	eV
total energy	-11945.464	eV
E_HOMO	-8.89	eV

Cartesian coordinates (Å):
C (-0.786, -0.375, -0.735)
C (0.185, -1.402, 0.045)
C (1.232, -0.459, -0.348)
C (2.594, -0.225, 0.032)
C (0.396, 0.700, -0.515)
C (-0.022, 1.455, 0.700)
H (-2.036, -1.792, 0.412)
H (-3.216, -0.313, -0.862)
H (-0.880, -0.619, -1.843)
H (-0.423, -1.644, 1.008)
H (0.219, -2.370, -0.324)
H (2.943, 0.805, 0.278)
H (3.610, -0.885, 0.025)
H (0.522, 1.350, -1.283)
H (-1.343, 2.911, 1.177)
N (-2.146, -0.478, 0.019)
O (-0.918, 2.378, 0.357)
O (0.071, 0.963, 1.857)

***

Computed, not measured: a cluster of 2 separate species, C6H9NO2 in total at a distorted geometry, with ωB97M-V/def2-TZVPD.

Calculated values
lowest unoccupied orbital energy	0.39	eV
HOMO-LUMO gap	8.935	eV
total energy	-11948.133	eV
E_HOMO	-8.55	eV

Cartesian coordinates (Å):
C (-0.015, 0.597, -2.033)
C (-0.986, 1.127, -1.300)
C (1.138, 0.201, -1.086)
C (-0.663, 1.074, 0.147)
C (0.586, 0.495, 0.258)
C (1.172, 0.027, 1.561)
N (-1.193, -2.160, 1.398)
O (-0.903, -3.285, 1.055)
O (-1.876, -1.480, 0.447)
H (0.365, 0.655, -3.026)
H (-1.797, 1.694, -1.695)
H (1.438, -0.771, -1.219)
H (1.954, 0.778, -1.375)
H (-1.335, 1.573, 0.829)
H (-1.956, -0.567, 0.620)
H (0.361, 0.221, 2.143)
H (2.038, 0.748, 1.793)
H (1.671, -0.926, 1.482)

***

Computed, not measured: a structure of composition C6H9NO2 at a distorted geometry, with ωB97M-V/def2-TZVPD.

Calculated values
lowest unoccupied orbital energy	0.53	eV
HOMO-LUMO gap	9.148	eV
total energy	-11947.276	eV
E_HOMO	-8.62	eV

Cartesian coordinates (Å):
C (-2.905, -0.926, -0.226)
C (-1.827, -0.134, 0.443)
C (-0.137, 1.407, -0.389)
C (0.507, 0.013, 0.012)
C (-0.543, -0.720, 0.539)
C (1.911, -0.172, 0.062)
H (-2.926, -1.772, 0.438)
H (-3.756, -0.451, -0.289)
H (-2.420, -1.208, -1.109)
H (-2.289, 0.321, 1.519)
H (-2.025, 2.137, -0.011)
H (-0.181, 1.741, -1.230)
H (0.326, 2.345, 0.359)
H (-0.440, -2.018, 0.894)
H (3.145, -1.139, -0.598)
N (-1.632, 1.041, -0.332)
O (2.326, -1.219, -0.561)
O (2.668, 0.713, 0.523)